Entry from OMol25: a cluster of 3 separate species, C7H19N4O in total in a non-equilibrium geometry (the ωB97M-V functional and the def2-TZVPD basis).

Calculated values
total charge = +1
LUMO = -2.69 eV
HOMO level = -0.4522 hartree
E = -572.03308 hartree
Kohn-Sham gap = 9.61 eV

Each line ends with the Mulliken charge.
Cartesian coordinates (Å):
C (1.105, 1.081, 0.373)  0.42
C (1.104, -0.096, 0.836)  0.38
C (2.409, 1.791, 0.014)  -1.74
C (-0.480, 2.701, -0.789)  -1.13
C (0.205, 2.953, 1.651)  -1.56
C (-0.078, 2.008, 0.547)  0.64
C (-0.676, -4.167, -0.688)  0.10
N (0.303, -3.742, 0.050)  -0.21
N (-1.654, -3.435, -1.125)  -0.26
N (-1.419, -0.699, -1.290)  -0.55
N (1.090, -1.320, 1.153)  -0.75
O (-1.782, -0.602, 0.150)  -0.38
H (2.192, 2.800, -0.290)  0.40
H (2.966, 2.040, 0.925)  0.37
H (2.957, 1.238, -0.736)  0.39
H (-0.850, 3.732, -0.570)  0.38
H (-1.218, 2.082, -1.303)  0.17
H (0.375, 2.754, -1.533)  0.29
H (0.495, 2.336, 2.525)  0.35
H (0.986, 3.610, 1.204)  0.32
H (-0.601, 3.573, 1.892)  0.50
H (-0.843, 1.320, 0.881)  0.32
H (-0.544, -5.151, -1.008)  0.35
H (0.829, -4.550, 0.294)  0.21
H (-2.406, -1.372, 0.262)  0.32
H (-1.710, -2.385, -1.276)  0.48
H (-2.411, -3.929, -1.527)  0.20
H (-1.770, 0.131, -1.846)  0.25
H (-0.438, -0.505, -1.278)  0.18
H (1.285, -1.469, 2.179)  0.22
H (0.580, -2.726, 0.320)  0.34

=====

Entry from OMol25: a structure of composition CInO3 in a non-equilibrium geometry (the ωB97M-V functional and the def2-TZVPD basis).

Calculated values
expectation value of S² = 0.7625
LUMO (alpha / beta) = -1.54 / -1.57 eV
HOMO level (alpha / beta) = -0.3568 / -0.3454 hartree
E = -453.88351 hartree
Kohn-Sham gap (alpha / beta) = 8.17 / 7.82 eV
2S+1 = 2

Each line ends with the Löwdin spin population.
Cartesian coordinates (Å):
In (-9.819, -15.141, -19.449)  -0.02
C (-9.527, -13.164, -22.219)  -0.01
O (-8.477, -13.234, -21.514)  0.47
O (-9.856, -12.048, -22.552)  0.35
O (-10.280, -14.201, -22.176)  0.22

=====

Question: Look up the E of the second one.
Answer: -453.88351 hartree

=====

Question: E of number 2 (CInO3)?
Answer: -453.88351 hartree

=====

Question: Which of these has the highest E?
Answer: CInO3